Entry 1:
{"formula": "CH3O4P", "method": "ωB97M-V/def2-TZVPD", "species": ["O", "C", "O", "P", "O", "O", "H", "H", "H"], "positions_angstrom": [[1.177292, 1.497958, 1.834432], [0.781526, 0.930096, 0.842058], [-0.579616, 1.152290, 0.367682], [-1.252177, -0.105532, -0.564233], [-0.190110, -0.033601, -1.862064], [-0.519739, -1.349005, 0.285225], [1.285352, 0.272459, 0.126132], [-0.112517, -0.983407, -2.226752], [-0.590010, -1.381257, 1.197520]], "atomic_forces_ev_per_a": [[-0.72, -1.48, -2.23], [-1.40, 1.95, 0.81], [1.19, -1.12, 0.06], [1.58, 0.84, 0.96], [-0.51, -2.55, 0.38], [0.03, 0.07, -3.83], [0.42, 0.12, 0.46], [-0.06, 2.11, 0.57], [-0.54, 0.05, 2.82]], "molar_mass_g_mol": 110.0, "smiles": "O=COP(O)O", "relative_energy_kj_mol": 70.37, "lumo_energy_ev": 0.47}


Entry 2:
{"formula": "CH3O4S2", "method": "ωB97M-V/def2-TZVPD", "species": ["C", "O", "O", "O", "O", "S", "S", "H", "H", "H"], "positions_angstrom": [[-1.474995, 0.052373, 0.952964], [-0.068453, -0.566247, -1.684242], [1.894107, 0.933231, -2.070918], [2.169942, -1.384437, -1.205447], [0.983348, 0.869648, 0.853458], [0.187135, -0.043775, 1.783504], [1.328956, -0.243963, -1.412551], [-1.199506, -0.480494, 0.013002], [-1.602177, 1.145039, 1.117638], [-2.218357, -0.281375, 1.652593]], "atomic_forces_ev_per_a": [[1.80, 0.93, 1.40], [0.69, 0.35, 0.02], [-0.48, -1.14, 0.53], [0.59, -0.24, 0.32], [1.27, 0.19, -2.46], [-1.17, -1.28, 1.20], [-0.72, 1.84, 0.25], [-1.47, 1.04, 0.49], [-0.06, -0.44, -1.70], [-0.45, -1.25, -0.05]], "total_charge": -1, "molar_mass_g_mol": 143.2, "relative_energy_kj_mol": 247.04, "lumo_energy_ev": [3.22, 3.47]}


Entry 3:
{"formula": "CH3O4Si", "method": "ωB97M-V/def2-TZVPD", "species": ["C", "O", "O", "O", "O", "Si", "H", "H", "H"], "positions_angstrom": [[2.192139, -2.009731, 0.862233], [2.950880, -2.493477, 0.039683], [2.071910, -2.182954, 2.071877], [-0.400160, -1.243813, -0.616587], [-1.275593, 0.948602, 0.837498], [0.972053, -0.809387, -0.100029], [-0.273821, 1.164532, 0.587286], [-1.372259, 0.081231, 0.564742], [1.698053, 0.198868, -1.100006]], "atomic_forces_ev_per_a": [[-0.41, 0.47, 1.74], [0.53, -0.09, -1.56], [-0.24, 0.05, 0.35], [-0.69, 0.04, 0.13], [3.45, 4.25, 0.64], [1.57, -0.63, -1.70], [-3.55, -0.54, 0.77], [-0.22, -3.16, -1.31], [-0.44, -0.38, 0.93]], "total_charge": -1, "molar_mass_g_mol": 107.1, "relative_energy_kj_mol": 297.53, "lumo_energy_ev": 3.24}


Please write out number 3 again, unchanged.
{"formula": "CH3O4Si", "method": "ωB97M-V/def2-TZVPD", "species": ["C", "O", "O", "O", "O", "Si", "H", "H", "H"], "positions_angstrom": [[2.192139, -2.009731, 0.862233], [2.950880, -2.493477, 0.039683], [2.071910, -2.182954, 2.071877], [-0.400160, -1.243813, -0.616587], [-1.275593, 0.948602, 0.837498], [0.972053, -0.809387, -0.100029], [-0.273821, 1.164532, 0.587286], [-1.372259, 0.081231, 0.564742], [1.698053, 0.198868, -1.100006]], "atomic_forces_ev_per_a": [[-0.41, 0.47, 1.74], [0.53, -0.09, -1.56], [-0.24, 0.05, 0.35], [-0.69, 0.04, 0.13], [3.45, 4.25, 0.64], [1.57, -0.63, -1.70], [-3.55, -0.54, 0.77], [-0.22, -3.16, -1.31], [-0.44, -0.38, 0.93]], "total_charge": -1, "molar_mass_g_mol": 107.1, "relative_energy_kj_mol": 297.53, "lumo_energy_ev": 3.24}